# 1
Formula: C25H50Cl20F3I2N4O2P2
Source: the OMol25 dataset
Level of theory: wB97M-V/def2-TZVPD

The geometry in XYZ format:
```
108
Properties=species:S:1:pos:R:3:forces:R:3
C -6.50572 -1.83835 -1.01889 0.7020 -1.1547 -0.0973
O -6.98120 -0.53035 -1.49235 1.7989 0.1944 1.3552
C -6.00213 0.55183 -1.14378 0.4932 -1.1324 0.5366
C -4.65210 0.33321 -2.04231 -0.2497 0.8341 -1.2627
C -3.59040 1.62638 -2.00952 -1.4740 -0.4369 -1.9503
C -3.13618 2.15566 -0.58206 -1.0773 1.6753 0.7325
C -1.61515 2.04863 -0.01273 -1.7674 -3.5568 3.1943
C -0.51894 1.09034 -0.71293 -0.7607 -0.2550 0.5407
P -1.30963 -0.64745 -0.88827 -1.7169 0.6148 -1.4753
C -0.17473 -2.02679 -1.44285 1.3274 -1.3261 -0.8719
C -2.61776 -1.09099 0.38065 0.0311 -2.0255 2.1073
P 0.05422 1.43179 -2.53082 0.9927 -0.2377 -2.7813
N -0.59466 2.90855 -3.25618 0.1993 0.0068 1.5577
O -0.62858 0.19609 -3.62998 0.8733 2.3310 0.2773
N 0.78686 1.13657 0.04229 0.5625 -0.1487 1.7363
C 1.00844 0.23290 1.17951 2.4885 -1.1080 1.4962
F 1.80741 -0.95666 0.68823 -3.1098 3.1739 1.8856
F 1.94879 0.75441 2.25769 -2.7969 -0.9772 -3.5019
F -0.12993 -0.18226 2.02587 3.1006 0.8709 -3.0238
C 1.37056 2.51851 0.17829 0.0286 1.1346 1.0745
C 0.28647 3.27050 1.20136 3.6436 0.1595 0.5841
N -1.10972 3.41674 0.54002 1.5332 -2.0520 1.9957
N -0.85028 4.15055 -0.54867 0.6273 2.9513 -3.1053
C -1.93123 3.95930 1.67376 -3.8886 5.8791 1.9780
I -2.48378 2.81430 3.52558 0.8279 0.3204 -2.0262
C -2.47944 5.36996 1.79595 1.1246 -3.8297 0.6656
C -3.39231 5.87383 3.10885 -0.3278 -0.4083 -0.7251
I -2.15107 6.96075 0.36167 -0.2737 -0.7567 0.7720
H -7.38789 -2.61136 -0.93944 1.5360 1.8966 -0.2724
H -5.71872 -2.30123 -1.78319 -1.6245 0.9812 1.5504
H -5.97509 -1.80477 0.04091 -1.1292 0.2244 -2.0192
H -5.79482 0.43331 0.02611 -0.2487 0.3477 -2.3533
H -6.48844 1.60280 -1.31207 0.7866 -2.1670 0.0318
H -5.03367 0.32952 -3.17635 0.7768 -0.0363 2.4739
H -4.12041 -0.70072 -1.90730 -1.0214 2.2129 0.1203
H -2.78002 1.34380 -2.80138 -1.1355 0.5142 1.8401
H -4.22734 2.48646 -2.54845 1.4311 -1.6629 1.3363
H -3.40719 3.32325 -0.55387 0.5867 -2.3944 -0.0103
H -3.90141 1.70817 0.22259 1.9975 0.9263 -1.6612
H -1.76701 1.45416 1.02681 0.3562 1.3823 -2.2206
H -0.59991 -2.46166 -2.47071 0.7436 1.0980 2.3726
H 0.92653 -1.65640 -1.71797 -2.4533 -0.6759 0.8811
H -0.11732 -2.91663 -0.68500 0.0030 1.8546 -1.2917
H -3.16611 -0.21630 0.93046 1.1743 -1.5655 -1.2420
H -3.43327 -1.78450 -0.13946 1.7963 1.6885 0.9461
H -2.11796 -1.78855 1.21030 -1.2746 1.5489 -1.5014
H -1.54498 3.17908 -2.95997 0.5083 -0.2319 -0.4846
H 0.06042 3.70040 -3.01165 -0.9473 -1.2927 -0.5001
H -0.28661 0.42760 -4.56535 -0.5828 -0.2916 2.1966
H 2.48349 2.54390 0.61392 -2.7823 -0.3593 -0.5309
H 1.51633 3.11618 -0.84021 -0.8300 -1.8191 1.9550
H 0.25475 2.69371 2.21320 -0.3529 0.9075 -2.0745
H 0.74335 4.34424 1.45567 -1.6142 -2.0421 -0.6280
H -1.62987 4.40412 -1.17317 0.4731 -0.2152 1.0630
H -0.09339 4.85663 -0.48657 -1.2266 -0.5732 0.3415
H -2.78490 5.80721 4.10939 -1.2009 -0.1437 -2.0471
H -4.37417 5.19458 3.11045 2.3205 1.3728 0.2504
H -3.76997 6.97515 3.00351 1.0308 -2.0882 -0.2093
C -3.18237 -3.59751 3.65986 0.2931 -0.1013 0.2506
Cl -4.48869 -2.40684 3.63075 -0.0354 0.1126 0.0700
Cl -3.07430 -4.46073 2.12092 0.0918 -0.0619 0.0370
H -2.23649 -3.08336 3.84655 -0.2842 -0.1059 -0.1350
H -3.37495 -4.31751 4.45893 -0.0536 0.1746 -0.2801
C 2.28070 -5.28707 -0.43012 0.3019 -0.0283 0.3127
Cl 0.64593 -5.41833 -1.08989 -0.0779 -0.1683 0.0859
Cl 3.47548 -5.11263 -1.72134 -0.0937 0.2967 0.0100
H 2.33179 -4.41215 0.22241 -0.0604 -0.1425 -0.2597
H 2.50624 -6.18912 0.14384 -0.0856 0.2063 -0.3400
C 1.47638 -2.57815 4.06531 0.2032 0.3626 -0.1627
Cl 0.21485 -3.05673 5.20747 -0.0370 0.1052 0.0715
Cl 2.05720 -3.96809 3.14018 0.0381 0.0878 -0.0318
H 1.06812 -1.83651 3.37454 0.0482 -0.3160 0.1814
H 2.31257 -2.14515 4.61964 -0.2265 -0.2413 -0.0807
C -1.15461 10.59877 -1.76880 -0.0107 0.4679 0.0856
Cl 0.36849 9.80239 -1.35535 -0.0623 0.0670 0.0528
Cl -2.27481 9.46837 -2.53853 -0.1001 -0.0194 0.0416
H -1.61235 10.98701 -0.85577 0.1089 -0.2050 -0.2229
H -0.95017 11.42182 -2.45785 -0.0323 -0.3208 0.1009
C 1.20619 -8.99341 1.41646 -0.1250 -0.4005 0.0015
Cl 1.40914 -7.39444 2.14249 -0.1608 0.0121 0.2761
Cl 2.39780 -9.26807 0.13984 -0.0841 -0.0373 -0.0310
H 1.33235 -9.75419 2.19053 0.0892 0.3593 -0.2888
H 0.20333 -9.06518 0.98853 0.2891 0.1317 0.0574
C 0.62849 -11.55123 5.03889 0.0515 0.0667 0.4338
Cl -0.22728 -11.26783 3.51825 -0.2232 -0.0378 0.1021
Cl 1.97719 -12.67105 4.81047 -0.0429 0.0757 0.0937
H 1.01526 -10.59991 5.41208 -0.0526 -0.2437 -0.2107
H -0.06816 -11.97674 5.76526 0.1600 0.0324 -0.3029
C 4.01230 9.47376 0.47090 0.0097 0.3940 0.3040
Cl 3.11793 8.25747 -0.44874 -0.0662 -0.1016 0.0105
Cl 5.75477 9.30005 0.22847 -0.0862 0.0307 0.0686
H 3.70434 10.46820 0.13901 0.1087 -0.3107 -0.0424
H 3.78711 9.35318 1.53332 0.1098 -0.0839 -0.3133
C 6.39670 -7.51021 -2.59354 0.2123 0.2553 -0.1116
Cl 5.13518 -7.98878 -1.45138 0.1677 -0.0806 0.2124
Cl 6.97753 -8.90014 -3.51868 0.6620 0.1992 0.1729
H 5.98845 -6.76856 -3.28432 -0.0242 -0.2778 0.1276
H 7.23290 -7.07720 -2.03921 -0.2376 -0.2285 -0.0846
C 8.66811 11.89633 0.03045 0.1434 -0.3212 0.0508
Cl 7.58055 12.93402 0.96072 -0.0316 -0.1017 0.0803
Cl 9.21429 12.70625 -1.44294 0.0345 -0.1194 0.0131
H 9.53775 11.65099 0.64480 -0.2197 0.2010 -0.1584
H 8.13884 10.98015 -0.24246 0.0562 0.3405 0.0134
C 3.58734 -9.55551 -5.90176 -0.3684 0.0570 -0.0661
Cl 4.98876 -10.15910 -6.79434 -0.0438 -0.0120 -0.1028
Cl 4.01982 -9.15262 -4.23568 -0.7724 -0.0388 -0.2585
H 3.20891 -8.65856 -6.39790 0.2115 -0.2060 0.1429
H 2.81286 -10.32628 -5.89186 0.2995 0.1383 0.0420
```
Positions in Å, forces in eV/Å.

Maximum force (Eh/bohr): 0.14237
Multiplicity: 1
E_HOMO (eV): -9.822
Lowest unoccupied orbital energy (eV): -3.79
Total charge: +1
HOMO-LUMO gap (eV): 6.03

***

# 2
Formula: C2H2FN3S
Source: the OMol25 dataset
Level of theory: wB97M-V/def2-TZVPD

The geometry in XYZ format:
```
9
Properties=species:S:1:pos:R:3:forces:R:3
C 0.31901 -0.02276 0.35958 1.2455 -1.2859 0.2875
C -0.85311 -0.67497 -0.45825 2.8551 3.7612 2.5657
N -0.36198 1.18042 0.80512 1.5509 -0.2851 1.2742
N -1.87216 0.03793 -0.25716 -1.7334 -2.3797 -1.6834
N -1.53789 1.15513 0.46184 -0.3249 1.2045 0.1158
F -0.68071 -1.79517 -0.99140 -0.5917 -2.3149 -1.4548
S 2.18970 0.32474 0.09312 -1.5574 -0.7756 0.9865
H 0.59254 -0.83500 1.14547 -1.2854 1.5978 -0.5469
H 2.20461 0.62968 -1.15832 -0.1586 0.4778 -1.5446
```
Positions in Å, forces in eV/Å.

Maximum force (Eh/bohr): 0.10451
Multiplicity: 1
E_HOMO (eV): -10.134
Energy above the lowest of the compared OMol25 structures with the same formula, charge and spin (kJ/mol): 217.7
Lowest unoccupied orbital energy (eV): -0.70
SMILES: FC1=NN=N[C@@H]1S
HOMO-LUMO gap (eV): 9.43

***

# 3
Formula: C9H16OP
Source: the OMol25 dataset
Level of theory: wB97M-V/def2-TZVPD

The geometry in XYZ format:
```
27
Properties=species:S:1:pos:R:3:forces:R:3
C -2.20140 -0.24850 0.46341 -0.3457 -1.2474 -1.2746
C 0.28596 -0.39394 1.12617 -0.3341 -0.1410 -0.4327
C -1.94335 0.16729 1.72556 0.3236 0.1817 -3.3414
C -0.55623 0.14830 2.05168 1.8020 -0.2368 1.8634
C -2.93233 0.75795 2.55256 -1.7504 2.4241 -0.5150
C -0.08798 0.62007 3.44396 2.9056 -1.8200 0.1233
C 3.55271 0.10565 -2.60698 1.4570 2.0311 0.6917
C -0.72840 -2.46301 -0.74522 0.0619 0.0523 -0.4253
C 1.98961 -0.46963 -4.33336 2.3281 -3.1456 4.6015
O 2.71183 -0.77506 -3.27586 -5.4992 -0.4208 -4.8517
P -0.66932 -0.66000 -0.38992 0.2108 0.6604 0.2447
H -3.17509 -0.37573 -0.08811 0.9869 0.4769 1.0352
H 1.37821 -0.56837 1.16015 -0.8710 0.3366 0.4010
H -3.70789 0.06759 2.63849 -1.6229 -0.8503 0.7297
H -3.36421 1.74612 2.23046 0.2900 -1.0415 -0.6175
H -2.54026 1.08627 3.43761 0.8517 0.0501 2.8304
H 1.02703 0.25461 3.42128 -1.8963 0.6196 0.5770
H -0.53856 0.22044 4.41103 0.1467 0.1707 -1.6769
H 0.03299 1.67964 3.58203 -0.4231 0.6476 -0.2788
H 3.11862 1.14905 -2.51087 0.1763 -1.4370 0.1624
H 4.41022 0.20501 -3.29209 0.3506 -0.1240 0.9879
H 3.67876 -0.44656 -1.64791 0.5794 1.0638 -0.6630
H 0.23480 -2.77236 -1.23153 -0.9102 0.1218 0.5126
H -1.56082 -2.56376 -1.49016 0.7057 -0.2967 0.7487
H -0.90909 -3.00037 0.19817 -0.0144 -0.1297 -0.6240
H 2.14366 0.32651 -4.94424 0.8199 3.0894 -1.1274
H 1.24123 -1.14757 -4.67379 -0.3289 -1.0353 0.3189
```
Positions in Å, forces in eV/Å.

Maximum force (Eh/bohr): 0.14285
Multiplicity: 1
E_HOMO (eV): -10.781
Energy above the lowest of the compared OMol25 structures with the same formula, charge and spin (kJ/mol): 210.4
Lowest unoccupied orbital energy (eV): -7.09
Total charge: +1
HOMO-LUMO gap (eV): 3.69

***

# 4
Formula: C4H11BFLuO
Source: the OMol25 dataset
Level of theory: wB97M-V/def2-TZVPD

The geometry in XYZ format:
```
19
Properties=species:S:1:pos:R:3:forces:R:3
C 2.05718 -0.83785 0.18946 -0.5129 -0.1536 0.1927
O 1.11841 -0.17754 0.99490 0.2922 -0.3312 -0.1146
C 0.51941 0.97714 0.60306 -0.3848 -0.1698 0.9865
B -0.64840 1.03211 -0.63687 0.2574 0.5228 -0.0236
C -1.30750 -0.49623 -0.55125 0.4222 -0.5696 -0.1027
C -2.36473 -0.17606 0.63135 0.1192 0.2266 -0.7251
F -2.60714 -1.43462 1.06444 -0.1375 0.1551 0.0662
H 1.79917 -0.87606 -0.88300 -0.2891 0.2029 -0.0367
H 3.06535 -0.38625 0.31011 -0.4653 0.3577 0.7162
H 2.13556 -1.87005 0.53317 0.0198 -0.0686 0.1278
H 0.12918 1.41257 1.51492 -0.0635 0.2612 -0.0353
H 1.18400 1.71028 0.09272 -0.1928 -0.1467 -0.5027
H -0.56083 1.07373 -1.85479 -0.7818 -0.1142 0.0866
H -1.09391 2.12098 -0.38022 0.6008 0.1449 -0.0991
H -1.75226 -0.74510 -1.50859 -0.1357 0.2029 -0.0841
H -0.71127 -1.34588 -0.24387 0.1630 0.1370 0.2967
H -1.98416 0.46672 1.41750 0.1435 -0.2019 0.2011
H -3.24067 0.28360 0.17801 -0.2095 -0.2549 0.0625
Lu 4.26260 -0.73150 -1.47106 1.1547 -0.2006 -1.0123
```
Positions in Å, forces in eV/Å.

Maximum force (Eh/bohr): 0.03012
Multiplicity: 1
E_HOMO (eV): -15.391
Lowest unoccupied orbital energy (eV): -11.61
Total charge: +2
HOMO-LUMO gap (eV): 3.78